Record 1
ORCA calculation (the ωB97M-V functional and the def2-TZVPD basis) on the molecule C2HClNO2P.

Geometry (Å):
Cl -1.3888 -2.1229 -0.0077
P -1.1126 -0.1829 -0.1997
O -0.3582 0.4383 1.1216
O -0.3154 0.1548 -1.3638
N 2.7589 0.0758 -0.5203
C 1.7858 0.3682 0.0273
C 0.8766 0.8726 0.9777
H -2.2464 0.3962 -0.0352

Atoms 1-2, force components in eV/Å:
Cl -0.2 -0.3 0.5
P 2.9 -1.2 -1.3

As for the energy relative to the best compared isomer or geometry (same formula, charge and spin): 52.3 kcal per mole. As for the HOMO energy: -0.3537 hartree. The LUMO energy is -0.0573 hartree. The net charge is 0.

Record 2
ORCA calculation (the ωB97M-V functional and the def2-TZVPD basis) on a 3-piece molecular cluster, C37H63F4N7O7S overall.

Geometry (Å):
S 2.1032 8.1269 -5.6842
F 2.2550 0.9211 -6.3732
F 3.5545 0.7949 -4.4832
F 0.1908 1.3431 -3.5442
F 0.3975 -0.4072 -5.1219
O -3.2414 -0.0389 -7.0023
O 2.7903 -5.4682 8.3989
O 0.6050 -1.9465 6.5910
O 1.6981 3.5802 -7.2026
O -6.8130 -3.9258 0.9606
O 3.3475 -1.0283 3.6312
O -3.8433 -1.3486 -1.2734
N -2.0727 2.7483 -6.7574
N 3.5423 -0.0892 -0.7358
N -5.4191 -4.0566 -1.7042
N 2.7749 -2.4889 8.8275
N 2.4185 7.5394 -4.0803
N 1.9203 6.6113 -6.5011
N 1.8778 5.6236 0.7278
C -3.8612 0.9548 -6.1081
C 1.0815 0.1910 3.9959
C 2.2956 -0.1882 3.0762
C 2.4105 0.3219 1.5797
C 3.0564 5.6301 -1.5511
C 0.5463 -1.5455 7.9576
C 2.3156 2.8790 -4.7466
C -4.4145 0.2346 -4.7605
C 2.4256 6.1045 -4.1449
C -0.5667 2.6697 -6.5306
C 1.9220 -1.3203 8.6090
C -5.1273 -4.8752 -0.5307
C -2.6384 1.9137 -5.6185
C 4.4820 2.0722 -1.8833
C 2.6551 3.4745 -3.2964
C -8.0041 -3.3780 0.4179
C -0.1084 1.0810 3.4624
C 2.2927 1.3071 -5.0029
C 2.9448 2.5237 -2.0153
C 3.7127 -0.1078 0.7496
C 2.9741 -4.8130 9.6560
C -3.2878 -2.6221 -1.5879
C 4.7010 0.5338 -1.4509
C 0.2559 3.7387 -7.4010
C 2.0376 3.9477 -5.8572
C -4.6796 -1.3360 -0.1267
C 1.1093 0.5105 -4.2505
C 0.0135 1.5803 1.9792
C -6.3859 -5.1242 0.3091
C 1.2361 1.1997 1.0492
C 0.8272 -3.3342 6.3915
C -4.2295 -3.5425 -2.3838
C 2.1909 -3.4958 9.7093
C 1.6860 5.9290 -0.7378
C 2.1102 5.5185 -5.5808
C 2.6966 5.0215 -3.0160
C 3.9413 -5.4387 7.5695
H 0.0203 3.5755 -8.5111
H 1.1576 -3.7251 9.4292
H 0.0304 -0.5794 7.9559
H -0.0619 4.8244 -7.1425
H 5.0653 2.7563 -1.1621
H 3.5450 6.6683 -1.7238
H 0.8293 5.2445 -1.1197
H -6.1348 -5.8370 1.1011
H -0.4286 2.8363 -5.3897
H 0.3930 -3.6119 5.4279
H 5.6319 0.5034 -0.7629
H -4.7186 -5.8377 -0.8539
H 2.2055 1.6445 -2.1030
H -0.8310 2.2371 1.5781
H -2.3145 3.7198 -6.4928
H 4.0997 -4.4406 7.1528
H 4.9656 -0.1580 -2.3450
H 3.7480 4.9165 -0.9685
H -0.2779 1.5920 -6.8468
H -4.0425 -0.8483 -4.6395
H -3.9906 0.8202 -3.8544
H -2.9301 2.5916 -4.7349
H 4.0338 -4.6600 9.8893
H -4.6557 -0.3301 0.2992
H 2.1937 -3.1211 10.7377
H -1.0015 1.3209 4.1474
H -1.8418 1.1809 -5.1971
H 2.9450 -1.9321 3.6532
H 2.9696 -2.9098 7.9242
H 4.5937 0.5165 1.1392
H 2.4865 -0.6354 7.9668
H -5.9889 -3.2642 -1.4244
H 0.9947 5.2973 1.1562
H -4.3486 -2.0413 0.6399
H -7.8163 -2.9152 -0.5544
H 2.1580 6.4863 1.2348
H 1.2666 1.5911 -0.0371
H 0.3624 -3.9477 7.1672
H 2.6716 3.0487 -1.0176
H 1.7806 -0.8050 9.5670
H -5.7130 -1.5366 -0.4145
H 0.9991 -0.1942 5.0742
H -4.5840 -2.9823 -3.2561
H -7.1856 -5.5747 -0.2895
H -8.3607 -2.6049 1.0998
H 1.6243 -0.1749 -3.4703
H -0.0932 -2.2214 8.5348
H -4.6518 1.5581 -6.6688
H -3.6523 -4.3912 -2.7710
H -4.3946 -4.3924 0.1242
H -8.7836 -4.1390 0.3236
H -2.6463 -0.5351 -6.3789
H -2.8802 -3.1015 -0.6916
H 4.9691 2.2109 -2.9174
H 2.5692 -5.4845 10.4198
H 1.3168 7.0148 -0.8479
H 3.9465 -1.2021 1.0637
H -2.4253 -2.4132 -2.2301
H 3.5300 -1.0938 -1.0069
H 4.8322 -5.7596 8.1161
H -5.5606 0.2072 -4.7752
H 3.7785 -6.1312 6.7426
H 1.8978 -3.5370 6.3297

Atoms 1-2, force components in eV/Å:
S 0.2 -5.1 1.7
F 0.2 1.1 2.9

As for the HOMO energy: -0.3060 hartree. The structure (SMILES) is C[C@H](O)CNCCOc1c(C(F)(F)C(F)F)c(CCCNCc2ccccc2O)c(CCN)c2nsnc12.COCCNCCOC.COCCNCCOC. The LUMO energy is -0.0529 hartree. The net charge is 0.

Record 3
ORCA calculation (the ωB97M-V functional and the def2-TZVPD basis) on C24H24ClN6O13W as an isolated structure.

Geometry (Å):
W -0.4049 0.8186 -0.0576
Cl 0.3286 -2.3765 3.0313
O -2.2988 1.2077 -0.1632
O 1.1028 -1.2082 0.4686
O -4.1805 -0.4555 -6.5766
O -0.9368 -2.7624 2.4198
O 0.2352 -3.5085 4.3561
O -1.2664 -0.3161 3.6655
O -5.5856 -0.2008 -4.9623
O 0.4302 3.0241 -3.4680
O -2.6450 -0.9614 0.1504
O -1.7290 4.2707 -1.9228
O 2.4445 -1.5405 2.3631
O -1.2602 -0.8136 0.3056
O -0.1888 -0.0451 -1.8171
N 1.7419 1.2510 -0.7335
N -0.3787 2.4533 -1.3630
N -0.7835 2.7234 1.0875
N 1.9940 -2.1838 3.5242
N -4.4615 -0.3108 -5.4067
N 1.3159 -3.5174 1.2977
C 1.3228 -1.7682 1.5282
C -2.9779 0.1114 -0.7215
C -2.0111 4.8733 2.3048
C -0.2923 -0.8415 4.0228
C -1.3358 3.9271 3.0584
C -1.4139 3.6585 0.3572
C -3.6351 -0.1408 -3.0997
C 2.9061 1.7169 -2.7693
C 0.4802 -3.6830 0.1117
C -2.0405 4.7428 0.9231
C 0.5221 2.4502 -2.4214
C -1.2560 3.5023 -1.1373
C -3.3471 -0.2642 -4.4445
C -1.0136 -0.2647 -3.9957
C 4.0521 0.7217 -0.9256
C 2.8711 0.7702 -0.2065
C 4.0660 1.1754 -2.2332
C 1.7783 1.7407 -1.9849
C -0.7360 2.8597 2.4157
C -2.0490 -0.3315 -4.9091
C 2.7104 -3.7810 0.9402
C 2.9285 -2.8053 4.4394
C -2.6057 -0.0851 -2.1759
C -1.2743 -0.1371 -2.6364
H 3.1691 -3.8363 4.1733
H 0.7347 -2.9642 -0.6715
H 4.9417 0.3277 -0.4562
H -1.2695 4.0058 4.1337
H 3.8360 -2.2032 4.4038
H 3.4083 -3.2107 1.5490
H 2.5108 -2.7659 5.4390
H 0.6557 -4.6831 -0.2923
H -4.6689 -0.0876 -2.7868
H 2.8261 0.4259 0.8138
H -4.0553 0.2202 -0.5920
H -2.5199 5.4606 0.2723
H -0.3097 -3.1018 5.0494
H 0.0169 -0.3082 -4.3209
H -2.4971 5.7111 2.7863
H 0.6171 0.9184 1.2984
H -0.2055 2.0974 2.9638
H 2.8573 2.1394 -3.7631
H 2.9387 -4.8365 1.1080
H -0.5736 -3.5973 0.3542
H 4.9731 1.1303 -2.8207
H 2.9116 -3.5536 -0.1116
H 0.4423 -0.5621 4.7999
H -1.8625 -0.4222 -5.9689

Atoms 1-2, force components in eV/Å:
W 1.5 -0.3 -0.8
Cl -2.0 0.4 0.9

As for the energy relative to the best compared isomer or geometry (same formula, charge and spin): 212.4 kcal per mole. As for the HOMO energy: -0.4202 hartree. The LUMO energy is -0.1614 hartree. The net charge is +1.

Record 4
ORCA calculation (the ωB97M-V functional and the def2-TZVPD basis) on an isolated ion of composition C9H6NO4 and charge -1.

Geometry (Å):
O -2.3817 2.4855 -1.4570
O -4.1985 -0.3655 1.2431
O -6.2048 -1.3890 0.7041
O -4.1666 0.9903 -0.7657
N -2.1489 0.9079 0.2145
C 0.0020 0.5764 -0.8340
C -2.7289 1.5975 -0.7665
C -0.8111 0.6234 0.2911
C -4.0303 -0.2413 -0.2420
C 1.7341 -0.6160 0.4327
C 1.2223 0.0053 -0.7505
C -0.2109 0.2841 1.5450
C 0.9818 -0.3752 1.5925
C -5.1697 -0.8084 0.5164
H -0.5308 0.7040 -1.7655
H 2.7255 -1.2230 0.3047
H -3.2152 -0.8401 -0.6435
H 1.4460 -0.6106 2.5339
H 1.9033 0.0434 -1.6163
H -0.8033 0.4079 2.5341

Atoms 1-2, force components in eV/Å:
O -0.6 1.6 -1.9
O 0.4 0.1 1.3

As for the energy relative to the best compared isomer or geometry (same formula, charge and spin): 65.0 kcal per mole. As for the HOMO energy: -0.1449 hartree. The structure (SMILES) is O=C1O[C@@H]1O/C([O-])=N/c1ccccc1. The LUMO energy is 0.1324 hartree. The net charge is -1.

Record 5
ORCA calculation (the ωB97M-V functional and the def2-TZVPD basis) on the molecule C5H8N2.

Geometry (Å):
N -0.9370 1.6299 -1.4833
N -0.2315 -0.7151 0.2532
C -1.3821 -1.4922 0.5412
C 1.2779 1.2118 -0.5311
C -0.1912 1.4541 -0.4657
C 1.8820 0.1320 -0.0091
C 0.9904 -0.9557 0.4567
H -1.6425 -2.0331 -0.3743
H -2.2086 -0.7957 0.7373
H -1.8852 1.8598 -1.1764
H -1.2668 -2.1818 1.3858
H 1.3756 -1.8765 0.9241
H 1.8243 2.0480 -0.9500
H -0.5117 1.6470 0.5717
H 2.9639 0.0625 0.0971

Atoms 1-2, force components in eV/Å:
N 0.1 0.1 0.3
N 0.3 -0.1 0.1

As for the energy relative to the best compared isomer or geometry (same formula, charge and spin): 56.7 kcal per mole. As for the HOMO energy: -0.3248 hartree. The structure (SMILES) is [H]/N=C/C=C\C=N\C. The LUMO energy is 0.0189 hartree. The net charge is 0.

Record 6
ORCA calculation (the ωB97M-V functional and the def2-TZVPD basis) on a 2-piece molecular cluster, CH4N3O2 overall.

Geometry (Å):
O 3.6062 -0.3614 1.3183
O 4.2876 0.1737 -0.7262
N -0.2690 0.0459 0.4956
N 3.3881 -0.1978 0.0910
N 2.2979 -0.3448 -0.5040
C -0.2893 1.3074 0.0944
H -1.2265 1.5206 -0.5066
H 0.5999 1.5857 -0.4847
H 0.6218 -0.1532 0.9916
H -0.3894 2.0487 0.9528

Atoms 1-2, force components in eV/Å:
O -0.3 -0.1 -0.1
O 1.2 0.2 0.3

As for the energy relative to the best compared isomer or geometry (same formula, charge and spin): 123.1 kcal per mole. As for the HOMO energy (spin up / spin down): -0.1527 / -0.1536 hartree. The LUMO energy (spin up / spin down) is 0.1560 / 0.1332 hartree. The net charge is -1.

Record 7
ORCA calculation (the ωB97M-V functional and the def2-TZVPD basis) on C3H4LiO3Pt as an isolated structure.

Geometry (Å):
Pt -1.1649 -1.0025 -0.2178
O -1.4643 0.1275 -1.3175
O -1.2716 1.9080 -2.6047
O -0.5240 -1.5350 1.2615
C 0.4304 -1.2027 2.0062
C 1.6915 -0.8832 1.4408
C -1.2948 1.3693 -1.4937
Li -0.1425 2.1332 -4.0157
H 0.3498 -1.3533 3.0930
H -0.9404 1.9545 -0.5970
H 2.5626 -0.7671 2.0838
H 1.7681 -0.7486 0.3611

Atoms 1-2, force components in eV/Å:
Pt -0.9 -6.9 2.8
O -3.9 8.0 -11.3

As for the energy relative to the best compared isomer or geometry (same formula, charge and spin): 0.0 kcal per mole. As for the multiplicity: 4. As for the HOMO energy (spin up / spin down): -0.6566 / -0.6944 hartree. The LUMO energy (spin up / spin down) is -0.2790 / -0.4328 hartree. The expectation value of S² is 3.7597. The net charge is +2.

Record 8
ORCA calculation (the ωB97M-V functional and the def2-TZVPD basis) on the molecule C5H9NOS.

Geometry (Å):
S 1.8121 -0.3622 -0.3319
O -0.6491 1.6753 -0.3949
N -1.9215 -1.1198 0.7212
C -0.3139 0.8547 0.7240
C 0.3137 -1.3690 -0.2564
C 1.1873 0.7453 0.9605
C -1.1918 0.5631 -1.1220
C -0.8565 -0.4160 0.0261
H -2.2459 -1.8770 0.1604
H 1.3988 0.3278 1.9635
H 0.3521 -2.0823 0.5474
H 1.6667 1.7433 0.8660
H -2.2911 0.6924 -1.3013
H -0.8658 1.1688 1.6151
H -0.6764 0.4141 -2.0770
H 0.2055 -1.9343 -1.2152
H -2.7272 -0.4889 0.8699

Atoms 1-2, force components in eV/Å:
S 0.0 0.0 -0.1
O 0.1 0.1 -0.2

As for the energy relative to the best compared isomer or geometry (same formula, charge and spin): 31.4 kcal per mole. As for the HOMO energy: -0.3201 hartree. The structure (SMILES) is N[C@@]12CO[C@@H]1CSC2. The LUMO energy is 0.0312 hartree. The net charge is 0.